# 1
ORCA calculation (ωB97M-V/def2-TZVPD) on a molecular structure, C4H5N3.

Its gap between HOMO and LUMO is 9.7830 eV. As for the relative energy (zero: lowest compared OMol25 entry of this formula, charge and spin): 3.482 eV. For the maximum force, the calculation gives 0.39 eV Å⁻¹. The total energy comes out at -319.584243 hartree. The calculation puts the LUMO energy at 0.021 hartree. The multiplicity is 1. The HOMO energy is -9.2 eV.

Each line ends with the Löwdin charge.
Geometry (Å):
H (2.27821, 0.69697, 0.33605)  0.085
C (-1.08105, -1.18252, 0.03274)  -0.107
H (-1.92942, -1.84961, 0.18374)  0.106
H (-0.80880, 0.40316, 1.64151)  0.124
C (0.54116, -0.11159, -0.30739)  -0.576
N (1.90823, -0.18412, 0.00148)  0.121
C (-0.73662, 0.18619, 0.57505)  -0.140
C (-0.84237, 1.28807, -0.45501)  -0.107
H (2.12078, -0.93732, 0.64391)  0.085
N (0.17562, 1.03575, -1.19111)  0.152
N (-0.06191, -1.41816, -0.70730)  0.152
H (-1.54918, 2.10481, -0.59892)  0.106



# 2
ORCA calculation (ωB97M-V/def2-TZVPD) on a single C12H17NO2S2 molecule in a non-equilibrium geometry.

Its gap between HOMO and LUMO is 9.0606 eV. As for the relative energy (zero: lowest compared OMol25 entry of this formula, charge and spin): 0.000 eV. For the maximum force, the calculation gives 1.13 eV Å⁻¹. The total energy comes out at -1469.059839 hartree. The SMILES is Cc1ccc(S(=O)(=O)N2CCCSCC2)cc1. The calculation puts the LUMO energy at 0.024 hartree. The multiplicity is 1. The HOMO energy is -8.4 eV.

Each line ends with the Löwdin charge.
Geometry (Å):
C (0.00947, -1.63923, 2.98677)  -0.466
C (0.63715, 0.97967, -1.22060)  -0.281
C (0.87632, 3.52088, -2.29701)  -0.269
C (-1.38576, -2.82675, 0.87590)  -0.466
H (-1.04552, 3.15073, -3.16642)  0.116
C (-0.25686, 2.75061, -2.54627)  -0.028
H (0.42088, -1.85309, 3.97211)  0.069
C (-0.37900, 1.48203, -2.01034)  -0.048
H (-2.11093, -3.59458, 0.60864)  0.075
C (1.88777, 2.99269, -1.50185)  -0.028
C (1.77181, 1.72273, -0.96310)  -0.050
N (-0.87463, -0.42999, 0.45623)  -0.256
H (2.77305, 3.57930, -1.30509)  0.115
H (-1.36600, 1.23487, 1.59756)  0.127
O (1.62354, -0.97628, 0.22701)  -0.287
S (-1.14644, -3.01001, 2.66499)  0.853
H (0.80655, -1.68066, 2.24461)  0.059
H (-0.25381, 0.37704, 3.70686)  0.110
H (2.54870, 1.29279, -0.35026)  0.114
H (-1.24542, 0.86870, -2.19925)  0.118
H (-2.24743, -1.53433, -0.58357)  0.114
H (-1.74820, -0.44478, 3.26716)  0.093
H (0.35456, 0.82507, 1.46513)  0.111
C (1.01272, 4.88419, -2.90016)  -0.047
C (-1.89499, -1.45058, 0.44917)  -0.246
C (-0.70718, -0.29302, 2.97319)  -0.233
H (1.67748, 5.50794, -2.30820)  0.078
O (0.04573, -1.56534, -1.57321)  -0.271
S (0.44629, -0.66002, -0.53778)  0.673
H (0.04438, 5.37199, -2.98085)  0.079
C (-0.64413, 0.40666, 1.60953)  -0.207
H (-0.43888, -3.03378, 0.37715)  0.064
H (-2.72363, -1.12613, 1.08269)  0.128
H (1.43110, 4.80224, -3.90352)  0.088



# 3
ORCA calculation (ωB97M-V/def2-TZVPD) on a molecular structure, AgF2LiP in a non-equilibrium geometry.

Its gap between HOMO and LUMO (alpha / beta) is 5.8924 / 6.0234 eV. As for the relative energy (zero: lowest compared OMol25 entry of this formula, charge and spin): 0.000 eV. For the maximum force, the calculation gives 2.17 eV Å⁻¹. The total energy comes out at -695.525645 hartree. The calculation puts the LUMO energy (alpha / beta) at -0.042 / -0.058 hartree. The multiplicity is 2. The expectation value of S² is 0.881. The HOMO energy (alpha / beta) is -7.0 / -7.6 eV.

Each line ends with the Löwdin charge.
Geometry (Å):
P (0.22768, 0.15436, -0.50734)  0.575
Li (-2.16705, 0.69661, 0.66782)  0.607
Ag (0.00677, -2.89654, 0.34744)  0.191
F (1.33331, 0.71677, 0.64585)  -0.588
F (-1.34689, 2.03785, -0.10070)  -0.786



# 4
ORCA calculation (ωB97M-V/def2-TZVPD) on a molecular structure, C30H33Cl5CoN3O8PS3.

Its gap between HOMO and LUMO (alpha / beta) is 7.0104 / 7.0506 eV. As for the relative energy (zero: lowest compared OMol25 entry of this formula, charge and spin): 0.363 eV. For the maximum force, the calculation gives 0.45 eV Å⁻¹. The total energy comes out at -7149.096951 hartree. The calculation puts the LUMO energy (alpha / beta) at 0.138 / 0.138 hartree. As for the charge: -2. The multiplicity is 4. The expectation value of S² is 3.757. The HOMO energy (alpha / beta) is -3.3 / -3.3 eV.

Each line ends with the Löwdin charge.
Geometry (Å):
N (1.33686, 0.52846, -1.89519)  0.097
O (5.41004, -2.82085, -5.83739)  -0.382
C (0.18485, -3.01537, -0.42272)  -0.922
C (1.34968, -5.21387, -1.26320)  -0.522
S (3.96728, -2.99466, -5.93847)  0.393
H (-4.44115, -0.57075, 5.57948)  0.107
H (2.30110, 5.09547, 0.47565)  0.067
C (1.70653, 4.48509, 1.16125)  -0.154
H (-1.16150, 5.24860, 1.14830)  0.057
H (0.73076, 1.27634, -2.20817)  0.074
H (0.37892, 3.80395, -0.42914)  0.038
N (-0.41270, -2.09703, 0.23635)  -0.160
H (-2.69699, 5.03157, 1.98051)  0.064
C (3.60999, -0.32076, 2.10414)  -0.966
H (-1.23670, 1.57874, 4.07988)  0.059
P (-0.14819, 2.23877, 1.29446)  0.996
H (-1.30823, -3.78230, 3.52638)  0.107
C (0.53181, 2.28423, 2.99621)  -0.396
C (-3.06152, 0.53705, -2.32927)  -0.551
H (2.25355, -4.26634, -3.01786)  0.074
C (1.50174, -0.28091, -4.17915)  -0.064
C (2.52013, -0.80189, 1.11707)  -0.767
H (-2.19290, 3.09171, 0.45802)  0.061
C (2.10522, -1.10818, -5.11957)  -0.066
H (0.55054, 0.19609, -4.39839)  0.109
C (0.97845, 3.38635, 0.38372)  -0.373
C (-4.41705, 1.79822, -3.82359)  -0.687
C (3.87854, -1.56432, -3.57651)  -0.069
H (-2.39230, -4.34773, 5.69639)  0.088
O (-1.71858, -0.36405, 1.59519)  -0.175
O (2.76672, -1.87240, 0.57065)  0.021
H (2.39055, 4.05825, 1.89638)  0.052
Cl (-2.69617, -0.93571, -1.49424)  0.793
H (-4.77820, -0.26174, -3.32384)  0.102
H (-3.81184, 3.83265, -4.13735)  0.097
H (-3.97402, -2.72500, 6.71816)  0.090
Cl (-1.51073, 4.20232, -2.53638)  0.680
C (-2.52242, 2.80235, -2.77658)  -0.574
H (4.80693, -2.07592, -3.35255)  0.115
C (-1.68358, 4.63291, 1.88290)  -0.150
Co (-0.40962, 0.05442, -0.00977)  0.621
H (3.70355, -0.64489, -1.64367)  0.103
O (1.52613, -0.02826, 1.00337)  -0.167
H (-0.10399, 0.30969, 3.62655)  0.053
C (3.28014, -1.78011, -4.81596)  -0.282
H (2.79436, -3.60188, -1.45090)  0.073
C (-2.24553, -1.88745, 3.35060)  -0.073
S (0.66419, -2.76996, -2.07319)  0.981
H (1.57791, 1.98696, 2.90083)  0.025
C (2.06179, -0.12536, -2.91758)  -0.368
S (0.51918, -4.60947, 0.24138)  0.913
H (-2.84291, 0.27766, 2.58028)  0.056
C (-2.60426, -3.40630, 5.20504)  -0.111
C (-1.72678, 3.17205, 1.44243)  -0.368
H (-2.35248, 2.58713, 2.12459)  0.069
C (-3.48947, -2.49524, 5.77577)  -0.112
C (-3.60638, 2.90063, -3.62908)  -0.157
H (-1.18671, 4.75958, 2.84791)  0.058
H (1.72760, 2.74722, -0.08812)  0.051
C (-3.13809, -0.97423, 3.93976)  -0.276
N (-0.93065, -2.53149, 1.46228)  0.053
O (3.49424, -4.26885, -5.40473)  -0.383
Cl (4.24986, 1.28269, 1.63483)  0.568
H (0.28445, 1.40134, 4.95905)  0.065
H (2.11665, -5.92328, -0.94999)  0.071
H (1.02256, 5.15033, 1.68889)  0.048
C (-3.75661, -1.29219, 5.14979)  -0.031
C (-4.14941, 0.60579, -3.17431)  -0.143
O (3.40578, -2.65473, -7.23897)  -0.384
H (1.91867, 0.83296, -1.12608)  0.060
Cl (-5.79482, 1.91209, -4.89996)  0.601
H (0.62021, -5.72537, -1.89051)  0.067
C (3.27604, -0.74573, -2.63429)  -0.055
C (-1.58533, -1.57396, 2.04642)  -0.438
O (-3.43610, 0.21299, 3.37784)  0.029
C (-2.18246, 1.62002, -2.07750)  -0.480
H (4.44134, -1.01015, 2.08789)  0.050
C (-1.99700, -3.09486, 4.00075)  -0.032
H (1.65499, -1.26398, -6.09185)  0.106
O (-1.17144, 1.56104, -1.28213)  -0.255
C (-0.17599, 1.34212, 3.96972)  -0.152
Cl (2.97958, -0.28392, 3.77362)  0.599
H (0.51801, 3.31373, 3.36374)  0.066
C (1.95341, -4.02821, -1.99627)  -0.483



# 5
ORCA calculation (ωB97M-V/def2-TZVPD) on a single CHNO2 molecule in a non-equilibrium geometry.

Its gap between HOMO and LUMO is 10.6142 eV. As for the relative energy (zero: lowest compared OMol25 entry of this formula, charge and spin): 1.191 eV. For the maximum force, the calculation gives 5.02 eV Å⁻¹. The total energy comes out at -243.800933 hartree. The SMILES is O=C1NO1. The calculation puts the LUMO energy at 0.016 hartree. The multiplicity is 1. The HOMO energy is -10.2 eV.

Each line ends with the Löwdin charge.
Geometry (Å):
C (0.76532, -1.74384, 0.00114)  -0.431
N (-0.48000, -0.48078, -0.29223)  0.134
H (-0.25928, 0.40501, 0.03051)  -0.005
O (1.08022, -2.35522, 0.93863)  0.221
O (0.78086, -1.13625, -1.06835)  0.081



# 6
ORCA calculation (ωB97M-V/def2-TZVPD) on a single C3H2N2O molecule in a non-equilibrium geometry.

Its gap between HOMO and LUMO (alpha / beta) is 7.3072 / 7.0332 eV. As for the relative energy (zero: lowest compared OMol25 entry of this formula, charge and spin): 3.942 eV. For the maximum force, the calculation gives 5.75 eV Å⁻¹. The total energy comes out at -299.977912 hartree. The calculation puts the LUMO energy (alpha / beta) at 0.022 / -0.133 hartree. The multiplicity is 3. The expectation value of S² is 2.022. The HOMO energy (alpha / beta) is -6.7 / -10.6 eV.

Each line ends with the Löwdin charge.
Geometry (Å):
N (-1.34809, 0.24645, 0.15062)  0.186
C (-0.09731, 0.81215, 0.01162)  -0.344
C (-1.73221, -0.99054, -0.02986)  -0.331
N (-2.26365, -1.99722, -0.19197)  0.173
O (0.90338, 1.69737, -0.04714)  0.014
H (1.53551, 0.02617, 1.15103)  0.180
H (1.72573, -0.02124, -0.99603)  0.102
C (1.27665, 0.22686, -0.04827)  0.019



# 7
ORCA calculation (ωB97M-V/def2-TZVPD) on 2 unconnected molecules or ions with the total composition C2H4ClP in a non-equilibrium geometry.

Its gap between HOMO and LUMO (alpha / beta) is 6.4815 / 7.1058 eV. As for the relative energy (zero: lowest compared OMol25 entry of this formula, charge and spin): 2.778 eV. For the maximum force, the calculation gives 4.81 eV Å⁻¹. The total energy comes out at -879.951144 hartree. The calculation puts the LUMO energy (alpha / beta) at 0.011 / -0.103 hartree. The multiplicity is 3. The expectation value of S² is 2.007. The HOMO energy (alpha / beta) is -6.2 / -9.9 eV.

Each line ends with the Löwdin charge.
Geometry (Å):
H (-0.81413, 0.86391, 0.37469)  0.114
H (-2.01874, -0.64519, 0.45591)  0.064
H (1.61356, 0.90445, -1.21065)  -0.362
P (1.26599, -1.75880, -0.48346)  0.689
Cl (1.83997, 2.00071, -1.80078)  0.285
H (-0.88348, -0.12364, 1.87529)  0.105
C (-1.03193, -0.26176, 0.71106)  -0.215
C (0.02874, -0.97968, 0.07793)  -0.680



# 8
ORCA calculation (ωB97M-V/def2-TZVPD) on a molecular structure, C4H6NOS2 in a non-equilibrium geometry.

Its gap between HOMO and LUMO is 8.8743 eV. As for the relative energy (zero: lowest compared OMol25 entry of this formula, charge and spin): 0.783 eV. For the maximum force, the calculation gives 5.75 eV Å⁻¹. The total energy comes out at -1082.054279 hartree. The calculation puts the LUMO energy at -0.162 hartree. As for the charge: +1. The multiplicity is 1. The HOMO energy is -13.3 eV.

Each line ends with the Löwdin charge.
Geometry (Å):
S (0.58764, 2.52797, -1.47901)  0.362
C (-0.97988, 0.46840, 0.69384)  -0.060
H (2.31457, -0.75185, 0.44383)  0.207
O (-2.00326, -0.29411, 0.44870)  0.142
N (0.16141, -0.21562, 0.50715)  -0.142
H (0.64687, -2.19041, -0.24498)  0.191
H (-1.14056, 1.55711, 0.95593)  0.200
H (1.70092, 1.05062, 1.25549)  0.104
C (-1.59251, -1.46982, 0.04877)  -0.020
H (-2.20880, -2.23003, -0.21161)  0.123
C (1.45335, 0.30175, 0.48209)  -0.387
H (-0.52462, 1.72268, -1.59935)  -0.160
S (1.81558, 0.99407, -1.32999)  0.399
C (-0.23070, -1.47077, 0.02912)  0.041